#one
{"formula": "C5H14O3", "method": "ωB97M-V/def2-TZVPD", "symbols": ["C", "C", "C", "C", "C", "O", "H", "H", "H", "H", "H", "H", "H", "H", "H", "H", "O", "H", "H", "O", "H", "H"], "positions_angstrom": [[1.5177, 1.2617, -0.0457], [1.1499, 0.0886, -1.0112], [2.3575, -0.6552, -1.5486], [0.1450, -0.8307, -0.3137], [-1.3027, -0.6085, -0.6062], [-1.6912, 0.4071, -1.1247], [0.5534, 1.6301, 0.2202], [1.9893, 1.9753, -0.7248], [2.3089, 0.9144, 0.6126], [0.6957, 0.5717, -1.8750], [2.0301, -1.4711, -2.1954], [2.9821, 0.0275, -2.1156], [3.0009, -1.1537, -0.8252], [0.3066, -0.7998, 0.7673], [0.4608, -1.8658, -0.5060], [-1.9923, -1.4036, -0.2711], [-0.8409, 2.8867, 2.1155], [-1.5391, 3.5409, 2.2677], [-1.3291, 2.0617, 2.0214], [-3.4084, -1.8686, 1.5835], [-4.3452, -1.9589, 1.8404], [-3.0489, -2.7498, 1.7345]], "smiles": "CC(C)CC=O.O.O"}

#two
{"formula": "C5H14O3", "method": "ωB97M-V/def2-TZVPD", "symbols": ["C", "C", "C", "C", "C", "H", "H", "H", "H", "H", "H", "H", "H", "O", "H", "H", "O", "H", "H", "O", "H", "H"], "positions_angstrom": [[2.6593, -0.1772, 1.7424], [1.6852, -0.8060, 1.0573], [0.4866, -0.0637, 0.4351], [0.4847, 1.2020, 0.0082], [-0.6119, -1.0683, 0.2072], [2.9449, 0.9225, 1.8715], [3.4546, -0.7636, 2.3223], [1.6157, -1.9618, 1.0947], [-0.2122, 1.5289, -0.6511], [1.1515, 1.9807, 0.3970], [-1.4884, -0.4987, -0.2080], [-0.7612, -1.6494, 1.0800], [-0.1245, -1.7064, -0.5133], [0.0174, 4.8373, -0.6955], [-0.1835, 5.3064, -1.4449], [0.6494, 4.2031, -1.0315], [-6.3104, 0.9492, 1.3944], [-6.0203, 0.1576, 1.9588], [-7.2481, 1.0307, 1.1846], [2.9533, -4.2985, -3.4994], [2.8275, -5.0479, -2.9781], [2.0305, -4.0769, -3.7316]], "smiles": "C=CC(=C)C.O.O.O"}

#one wins, 2.051 eV ahead of the next structure.

#one
{"formula": "C10H16N2O", "method": "ωB97M-V/def2-TZVPD", "symbols": ["C", "C", "C", "C", "C", "C", "C", "C", "C", "C", "H", "H", "H", "H", "H", "H", "H", "H", "H", "H", "H", "H", "H", "H", "H", "H", "N", "N", "O"], "positions_angstrom": [[2.7007, 0.6723, -0.6280], [1.6789, -0.2336, -1.4471], [1.6940, -1.3869, -0.4031], [0.5513, -1.2168, 0.6808], [1.1010, -0.2036, 1.8209], [-0.8209, -1.0507, 0.4374], [-2.9779, -1.6912, -0.3731], [-3.4909, -0.3708, -0.3809], [-1.4185, 0.3586, -0.0194], [-1.4454, 2.6565, 0.1286], [2.4160, 1.8933, -1.0242], [4.0099, -0.1563, -1.1094], [2.6974, 0.8088, 0.7503], [0.7170, 0.1893, -1.7543], [2.5693, -0.4938, -2.3993], [2.6938, -1.2416, 0.1349], [1.5824, -2.3183, -1.0659], [0.4435, -2.1376, 1.0659], [0.6033, -0.6646, 2.7403], [0.7822, 0.8379, 1.7718], [2.1455, -0.4230, 2.2580], [-3.4090, -2.7223, -0.9132], [-4.6375, -0.2406, -0.6346], [-0.9005, 3.4783, 0.9261], [-2.7702, 2.3007, 0.6526], [-1.6021, 3.3365, -0.9933], [-1.6845, -2.1574, 0.0379], [-2.6467, 0.6329, -0.2539], [-0.5820, 1.5439, -0.0058]]}

#two
{"formula": "C10H16N2O", "method": "ωB97M-V/def2-TZVPD", "symbols": ["C", "O", "C", "C", "C", "C", "C", "C", "C", "N", "C", "C", "N", "H", "H", "H", "H", "H", "H", "H", "H", "H", "H", "H", "H", "H", "H", "H", "H"], "positions_angstrom": [[-2.0229, -2.7570, 1.5507], [-2.4825, -2.3925, 0.2248], [-1.4204, -2.4671, -0.7574], [-0.4457, -1.1951, -0.6219], [-0.8415, 0.0611, -1.5517], [-0.8774, 1.4840, -0.7390], [0.4680, 2.3524, -0.9001], [1.5558, 2.1545, 0.2641], [1.0730, 2.6757, 1.7063], [0.5294, 2.9169, 2.7483], [2.1488, 0.6647, 0.3964], [3.6892, 0.6535, 0.8809], [4.7466, 0.5364, 1.4451], [-0.9390, -2.4414, 1.7707], [-2.7174, -2.2375, 2.3097], [-2.0713, -3.9014, 1.7454], [-1.8586, -2.5038, -1.8115], [-0.7975, -3.4113, -0.5564], [0.6229, -1.5085, -0.9244], [-0.3922, -0.7953, 0.4657], [-0.1157, 0.2218, -2.4369], [-1.9133, -0.1102, -1.9330], [-1.7205, 2.0876, -1.2612], [-1.2270, 1.3534, 0.3509], [0.1527, 3.4679, -0.8765], [0.9269, 2.1341, -1.9243], [2.4552, 2.8321, -0.0159], [1.4950, 0.0644, 1.1271], [2.0761, 0.1170, -0.6220]], "smiles": "COCCCCC[C@@H](C#N)CC#N"}

#two wins, 8.604 eV ahead of the next structure.

#one
{"formula": "C3H8FN2", "method": "ωB97M-V/def2-TZVPD", "symbols": ["C", "C", "C", "N", "N", "F", "H", "H", "H", "H", "H", "H", "H", "H"], "positions_angstrom": [[-1.9073, -0.3693, -0.0176], [2.0011, -0.8903, 0.5908], [1.9003, 0.2842, -0.1115], [-2.4447, 0.9281, -0.1896], [1.7900, 1.1476, -0.8266], [-0.3715, -0.2259, -0.0253], [1.6005, -1.7084, 0.0826], [3.1046, -0.9874, 0.7777], [1.3933, -0.8123, 1.5288], [-2.0035, -0.9390, 0.8660], [-2.8326, 1.3523, 0.5997], [-1.9047, -1.1137, -0.8383], [-2.1263, 1.3981, -1.0873], [1.8009, 1.9360, -1.3493]], "total_charge": 1}

#two
{"formula": "C3H8FN2", "method": "ωB97M-V/def2-TZVPD", "symbols": ["C", "C", "C", "N", "N", "F", "H", "H", "H", "H", "H", "H", "H", "H"], "positions_angstrom": [[0.9935, 0.8417, -0.6854], [1.7380, -0.1585, -0.3541], [-1.0153, -0.7123, 0.4660], [-0.9181, -0.3967, -0.7536], [-1.4097, 0.1980, 1.3177], [1.8531, -0.5682, 0.8860], [0.7928, 1.3615, -1.6011], [0.5939, 1.4215, 0.0839], [2.3212, -0.7603, -1.0844], [-0.6603, -1.6958, 0.5747], [-0.7263, 0.5875, -0.9410], [-0.5253, -1.1758, -1.3060], [-1.3475, -0.0882, 2.3420], [-1.6900, 1.1455, 1.0553]], "total_charge": 1}

#one wins, 0.413 eV ahead of the next structure.

#one
{"formula": "CH7N2O", "method": "ωB97M-V/def2-TZVPD", "symbols": ["N", "H", "H", "H", "N", "C", "O", "H", "H", "H", "H"], "positions_angstrom": [[-2.3022, 0.3495, -0.2655], [-1.5136, 0.1072, 0.2731], [-2.9996, -0.3261, 0.0585], [-2.0450, 0.0442, -1.2322], [0.4910, 0.1963, 0.6728], [1.9214, -0.3033, -0.1938], [3.0189, -0.3074, 0.5303], [0.0323, 0.2609, 1.7041], [0.1312, 0.8360, -0.0209], [1.5238, -1.3640, -0.5110], [1.7418, 0.5068, -1.0153]], "total_charge": -1}

#two
{"formula": "CH7N2O", "method": "ωB97M-V/def2-TZVPD", "symbols": ["N", "H", "H", "H", "N", "C", "O", "H", "H", "H", "H"], "positions_angstrom": [[1.8931, 0.9924, -1.1009], [1.8463, 0.4615, -1.9521], [1.1464, 0.7483, -0.4611], [1.8552, 1.9712, -1.3293], [-0.3086, -0.1151, 1.2405], [-1.1344, -0.9374, 0.2261], [-2.4229, -0.9087, 0.4075], [-0.8285, 0.7604, 1.2366], [-0.6524, -0.5063, 2.1213], [-0.7488, -0.5218, -0.7304], [-0.6453, -1.9445, 0.3417]], "total_charge": -1}

#three
{"formula": "CH7N2O", "method": "ωB97M-V/def2-TZVPD", "symbols": ["N", "H", "H", "H", "N", "C", "O", "H", "H", "H", "H"], "positions_angstrom": [[-0.7162, 2.5888, 2.0165], [-0.3643, 2.2140, 1.1628], [-0.4770, 1.9161, 2.7261], [-1.7150, 2.7010, 2.0154], [0.7362, -0.0055, -1.4889], [-0.1463, -1.0467, -0.7513], [0.3497, -2.1897, -0.2594], [0.3732, 0.8830, -1.1555], [1.7188, -0.1146, -1.2614], [-0.4948, -0.5169, 0.1516], [-0.9347, -1.2113, -1.5328]], "total_charge": -1}

#two wins, 0.596 eV ahead of the next structure.